Formula: C11H16F6N4O4S7V
Source: the Open Molecules 2025 dataset
Level of theory: ωB97M-V/def2-TZVPD

Properties
- net charge = +1
- calculated total energy (hartree) = -5278.8664
- ⟨S²⟩ = 2.032
- 2S+1 = 3
- energy relative to the best compared isomer or geometry (same formula, charge and spin) (eV) = 2.0199

The geometry in XYZ format:
```
49
Properties=species:S:1:pos:R:3:forces:R:3
V -0.6333 -0.2101 -1.2363 1.2924 0.6425 0.4078
F 0.0050 1.1139 3.5936 -0.6981 1.3079 -0.8226
C -0.9484 0.4758 2.8981 3.2047 -0.8995 -0.0588
F -1.8479 0.1310 3.7379 -1.7370 -0.3788 0.2364
F -0.2328 -0.6328 2.4915 -1.4523 0.3355 -0.7748
S -1.6750 1.4527 1.3839 2.0599 -0.5542 -3.1403
O -2.7832 0.7752 0.7667 0.2552 -0.3320 1.3518
O -1.6904 2.7934 1.8006 -0.3811 0.7249 0.8224
N -0.4858 1.2789 0.0400 0.2683 1.6965 2.9073
S 0.3934 2.6784 -0.4968 -1.4624 -0.1566 -3.5093
O 1.1545 2.1319 -1.6856 -1.9339 1.1077 2.8834
O -0.6174 3.7578 -0.6357 3.0838 -2.2724 0.4536
C 1.8816 3.3120 0.5830 -1.4663 2.0464 0.9843
F 2.7283 4.0688 -0.1334 -1.4237 -0.8956 0.6103
F 2.5662 2.3245 1.1205 -0.5543 0.1933 0.2406
F 1.2227 4.1106 1.5345 1.8320 -1.6936 -1.4784
C 0.0373 -3.1675 -0.0835 -1.7425 1.6200 -0.9159
N 1.1199 -2.4273 0.5765 0.1016 -0.9645 -0.8730
C 1.3335 -3.1580 1.8329 0.1768 0.3759 0.4439
C 1.7922 -1.5313 -0.1945 0.2961 -0.7410 0.3712
N 1.1134 -1.0871 -1.2724 0.3569 0.4176 -1.1215
N 3.0465 -1.1132 0.0216 -0.5464 0.8314 -0.0412
C 3.9918 -1.6171 0.9992 1.5778 -0.0179 0.7157
C 3.5598 0.0005 -0.7617 0.0371 1.8045 0.5280
H -0.6320 -3.5284 0.7122 0.3577 -0.3184 -0.5320
H 0.3174 -3.9333 -0.8539 0.1008 0.5442 0.9853
H -0.5767 -2.3879 -0.6149 0.5981 -1.5906 0.6520
H 2.2547 -2.9239 2.3543 0.0001 -0.2246 -0.1947
H 1.2279 -4.2332 1.5844 0.4431 0.5936 0.4785
H 0.5050 -2.8560 2.4923 0.3095 -0.3587 -0.0825
H 1.7014 -0.7535 -2.0657 -0.6280 -0.4234 1.0946
H 4.8849 -0.8794 1.0817 -1.5332 -1.4517 -0.4432
H 4.3335 -2.6324 0.6870 0.0356 0.7864 0.3476
H 3.6021 -1.6779 2.0273 -0.0329 0.1429 -0.5468
H 2.8651 0.4645 -1.4550 -0.2256 -0.1695 0.3318
H 4.3950 -0.2781 -1.3421 1.0949 -0.6989 -0.6069
H 3.9103 0.8479 -0.1188 -0.3435 -0.9185 -0.2163
C -4.0555 3.1794 -1.4282 0.1513 -0.9364 0.6848
S -3.9836 2.2575 -2.9964 -0.5540 -0.8646 0.8612
C -3.8477 0.6494 -2.3192 3.3870 -2.9449 -0.8238
C -2.6824 -0.1162 -2.6186 -1.7813 1.9475 0.3990
S -1.2256 0.5813 -3.1803 1.1701 0.6434 -1.5594
S -2.3460 -1.7164 -1.9437 -2.1213 0.2335 -0.9360
C -4.0022 -1.8767 -1.2906 -0.6885 0.5783 -0.0304
S -4.7208 -3.2885 -1.0075 0.2810 0.2887 0.3359
S -4.8731 -0.3073 -1.3166 -1.0987 -0.6959 0.4189
H -4.0779 2.5813 -0.5022 -0.5237 -0.4565 -0.7033
H -4.9409 3.7940 -1.4407 0.2940 0.7171 0.0153
H -3.0645 3.5727 -1.3254 0.1628 1.3794 -0.1505
```
Positions in Å, forces in eV/Å.